85
Properties=species:S:1:pos:R:3:forces:R:3 method="wB97M-V/def2-TZVPD" e_tot_ev=-120390.7746 multiplicity=6 s_squared=9.33
C -3.844 2.842 -0.170 -0.10 -0.05 0.16
C -2.954 4.010 -0.492 -0.04 1.14 0.47
H -4.419 3.050 0.744 0.09 -0.18 -0.26
H -3.258 1.928 -0.024 -0.17 0.17 -0.04
H -4.569 2.664 -0.985 0.26 0.05 0.26
C -3.312 5.289 -0.257 0.39 -1.15 -0.49
C -4.570 5.706 0.410 -0.49 0.38 0.24
H -2.679 6.098 -0.602 0.09 -0.13 0.11
H -4.766 5.137 1.329 0.00 0.08 -0.22
H -5.453 5.613 -0.239 0.18 -0.02 0.14
H -4.474 6.762 0.683 -0.23 -0.13 0.06
Dy -0.285 -2.438 0.394 -1.17 -0.06 0.39
Cl -1.838 -0.812 -0.902 0.18 -0.25 -0.28
C 2.079 -1.700 -1.692 -0.08 0.17 0.85
O 1.808 -1.877 -0.472 0.55 0.00 -1.40
N 3.144 -1.013 -2.098 -0.06 0.17 0.41
C 4.088 -0.478 -1.104 -0.13 -0.07 -0.02
C 3.244 -0.532 -3.474 -0.09 -0.06 -0.11
H 1.433 -2.101 -2.488 0.08 0.07 0.13
H 4.333 -1.252 -0.366 -0.15 0.22 -0.21
H 3.686 0.401 -0.581 0.01 -0.30 -0.16
H 4.995 -0.182 -1.635 -0.09 -0.06 0.09
H 2.708 -1.224 -4.131 0.14 0.13 0.06
H 4.299 -0.485 -3.765 -0.26 -0.10 0.01
H 2.801 0.471 -3.582 0.17 -0.29 0.12
H 4.108 -6.321 1.012 -0.06 0.18 0.01
H 2.706 -8.202 0.420 -0.23 0.22 0.01
C 3.327 -5.975 1.695 -0.14 -0.07 -0.12
C 1.814 -7.772 0.890 -0.26 -0.06 0.16
N 2.025 -6.351 1.160 -0.18 0.04 0.30
H 3.373 -4.894 1.821 0.00 -0.12 -0.03
C 1.000 -5.504 1.069 -0.15 0.56 -0.09
O 1.051 -4.267 1.282 0.12 -1.04 -0.04
H 0.957 -7.886 0.219 0.28 0.00 0.11
H 0.050 -5.976 0.770 0.34 0.13 0.08
H 3.488 -6.477 2.656 -0.05 0.14 -0.04
H 1.619 -8.323 1.824 0.10 0.15 -0.22
H -3.068 -2.743 4.407 0.22 0.16 0.12
H -2.291 -0.280 2.761 0.05 0.01 0.14
C -2.298 -2.280 5.042 -0.16 0.00 0.25
C -1.815 -0.191 3.745 0.00 -0.21 0.06
N -1.372 -1.506 4.226 0.52 -0.02 -0.40
H -1.755 -3.064 5.579 -0.11 0.14 -0.09
C -0.393 -2.150 3.599 -0.30 0.05 -0.88
O 0.183 -1.749 2.554 -0.23 0.08 1.18
H -0.959 0.489 3.691 -0.19 -0.19 -0.01
H -0.125 -3.126 4.020 -0.07 0.08 0.05
H -2.773 -1.606 5.762 0.13 -0.22 -0.05
H -2.533 0.190 4.479 0.14 0.00 -0.25
O -0.965 2.747 -0.203 0.31 0.05 0.24
C -1.609 3.655 -1.092 -0.07 -0.18 -0.27
C -0.220 5.729 -0.551 0.24 0.29 -0.32
C -0.770 4.861 -1.494 -0.23 -0.32 -0.28
H -0.374 5.528 0.509 0.06 0.10 -0.30
C 0.497 6.861 -0.975 -0.25 -0.45 0.13
H -1.863 3.088 -2.000 0.33 0.03 -0.08
C -0.629 5.125 -2.863 0.13 0.45 0.39
H 0.929 7.525 -0.222 -0.11 -0.15 -0.33
C 0.623 7.134 -2.339 -0.05 0.13 -0.08
C 0.044 6.279 -3.284 -0.11 -0.23 0.11
H -1.087 4.428 -3.569 0.20 0.32 0.09
H 1.151 8.041 -2.663 -0.24 -0.47 0.12
H 0.088 6.509 -4.352 0.13 -0.04 0.37
Si 0.611 2.316 0.125 -0.68 0.91 -0.06
Cl -2.596 -3.064 1.595 0.55 -0.27 -0.02
C 1.288 3.457 1.434 0.27 0.18 0.08
C 1.631 2.471 -1.435 0.31 -0.05 -0.18
C 0.527 0.607 0.821 0.10 -0.41 -0.37
H 1.484 4.467 1.054 0.02 -0.26 0.10
H 2.236 3.039 1.797 -0.10 0.12 0.10
H 0.589 3.537 2.278 0.16 -0.06 -0.14
H -0.168 0.537 1.670 0.26 0.12 -0.41
H 1.501 0.182 1.110 -0.29 0.25 -0.04
H 0.101 0.039 -0.036 0.27 0.34 0.64
H 1.586 3.500 -1.822 -0.02 -0.27 0.15
H 1.256 1.805 -2.224 0.07 0.07 0.13
H 2.693 2.243 -1.249 -0.27 0.03 -0.08
F -1.739 -6.689 -3.424 0.16 0.81 0.58
C -1.691 -5.619 -2.602 -0.51 0.15 0.21
F -2.409 -4.612 -3.147 0.50 -0.90 0.36
F -2.259 -5.964 -1.413 0.34 0.19 -1.04
S 0.044 -5.031 -2.241 -0.25 -0.11 -0.10
O 0.669 -6.151 -1.563 -0.26 0.62 -0.44
O 0.625 -4.588 -3.487 -0.29 -0.15 0.68
O -0.304 -3.903 -1.324 0.45 -0.59 -0.45

***

56
Properties=species:S:1:pos:R:3:forces:R:3 method="wB97M-V/def2-TZVPD" total_charge=+2 e_tot_ev=-53104.5683 multiplicity=6 s_squared=8.77
P -0.165 -1.974 -1.794 -0.65 -3.06 -3.62
P 0.135 1.937 -1.600 3.14 2.93 -3.53
C -0.386 -0.643 -3.014 0.11 1.86 0.00
C 0.456 0.701 -2.929 -0.42 -1.74 -0.19
H -1.466 -0.408 -3.119 0.59 -0.24 0.04
H -0.084 -1.153 -3.939 -0.05 0.02 0.11
H 1.544 0.464 -2.990 -0.80 0.38 0.14
H 0.225 1.276 -3.840 -0.02 -0.03 0.23
C -1.397 2.801 -1.981 -0.25 0.13 -0.59
H -1.662 3.434 -1.118 0.00 0.07 -0.75
H -2.214 2.092 -2.183 0.22 0.46 -0.01
H -1.131 3.399 -2.854 -0.53 0.19 -0.20
C 1.444 3.127 -2.160 -0.78 -0.12 -0.53
H 1.042 3.522 -3.121 1.07 0.15 0.49
H 2.400 2.550 -2.259 -0.73 0.78 -0.02
H 1.508 3.901 -1.355 0.16 -0.39 -1.17
C -1.361 -3.188 -2.424 0.44 0.52 -0.38
H -1.360 -4.032 -1.693 -0.21 0.50 -1.03
H -0.917 -3.448 -3.408 -1.13 -0.34 0.37
H -2.343 -2.662 -2.473 0.50 -0.82 -0.21
C 1.440 -2.750 -2.226 -0.39 0.20 -0.40
H 2.236 -2.000 -2.355 -0.23 -0.50 -0.17
H 1.184 -3.272 -3.152 0.63 -0.11 -0.14
H 1.732 -3.456 -1.424 -0.08 0.04 -0.84
Ir -0.488 -0.365 3.893 -1.42 -1.69 -1.37
C 0.579 2.033 0.084 -2.20 -2.68 0.15
C -0.987 1.763 0.063 0.80 -2.19 6.37
C -1.490 0.315 -0.185 -0.73 -0.69 -0.53
C -1.288 -1.149 0.540 -0.73 1.28 1.89
C -0.377 -2.220 -0.108 1.94 2.10 1.22
C 1.268 -2.003 -0.048 -3.48 3.49 4.76
C 1.642 -0.488 -0.238 0.85 0.49 -0.10
C 1.452 0.911 0.641 0.19 -1.62 1.20
C 0.388 -2.093 3.945 1.41 -1.62 0.27
H 0.898 3.073 0.290 -0.45 -0.85 0.22
H -1.463 2.282 0.929 -0.32 -0.13 -1.19
H -1.384 0.086 -1.252 0.34 0.10 0.19
H -2.587 0.396 -0.234 0.20 0.38 0.60
H -1.194 -1.040 1.710 0.25 -0.18 -2.08
H -2.319 -1.529 0.426 0.46 -0.12 0.13
H -0.749 -3.264 0.074 0.67 1.10 -0.07
H 1.488 -2.345 0.939 1.38 -0.73 0.40
H 1.440 -0.149 -1.249 -0.33 -0.41 0.03
H 2.724 -0.504 -0.312 0.40 -0.33 0.19
H 1.247 0.732 1.730 -0.16 -0.03 -0.95
H 2.464 1.290 0.646 0.27 0.19 -0.03
H 1.386 -2.056 4.399 0.11 -0.11 -0.42
H 0.328 -2.678 3.052 0.18 -0.98 -0.23
H -0.290 -2.454 4.748 -0.06 -0.32 -0.17
F -2.374 1.532 4.686 1.43 0.06 -0.53
C -1.085 1.469 4.117 -1.07 2.20 0.26
F -0.887 2.661 3.492 0.15 -0.48 0.29
C -0.034 1.392 5.351 0.95 2.19 2.09
F -0.124 0.236 6.155 0.06 1.37 -0.58
F 1.309 1.522 5.009 -2.12 -0.28 0.13
F -0.350 2.426 6.119 0.46 -0.37 0.27

***

38
Properties=species:S:1:pos:R:3:forces:R:3 method="wB97M-V/def2-TZVPD" e_tot_ev=-21472.8860 smiles=Cc1c[nH]c2ccccc12.CCc1ccc(O)cc1
C -2.231 2.427 -2.057 -2.34 1.06 -2.77
C -0.896 1.988 -1.771 2.55 -2.21 -0.29
C 0.208 2.692 -1.333 -0.84 0.61 0.28
N 1.314 1.901 -1.272 2.05 -1.57 1.20
C 0.964 0.602 -1.654 0.71 -0.54 -1.32
C 1.833 -0.518 -1.913 -4.25 0.44 0.59
C 1.119 -1.673 -2.273 1.76 0.23 -0.59
C -0.244 -1.742 -2.629 -0.93 0.62 -0.51
C -1.060 -0.600 -2.533 3.41 0.92 0.82
C -0.420 0.595 -2.058 0.61 0.77 1.36
H -2.191 3.272 -2.781 -0.11 0.09 0.86
H -2.830 2.670 -1.216 -0.39 0.61 0.98
H -2.930 1.780 -2.663 1.23 -0.27 0.72
H 0.397 3.735 -1.038 -0.79 -0.53 -0.22
H 2.137 2.057 -0.600 -1.96 -0.17 -1.70
H 2.871 -0.560 -1.747 1.02 0.17 0.27
H 1.829 -2.498 -2.391 -0.85 -0.33 -0.21
H -0.692 -2.623 -3.133 0.61 0.40 0.73
H -2.046 -0.525 -2.864 -1.46 -0.29 -0.47
C -1.618 1.135 3.180 0.34 1.10 -1.43
C -1.293 0.804 1.720 -2.04 -2.06 -2.07
C -0.203 -0.319 1.567 -0.66 0.48 -0.55
C -0.193 -1.476 0.730 1.20 -1.25 0.78
C 0.859 -2.495 0.827 -1.43 3.09 0.88
C 1.839 -2.337 1.800 -0.25 0.21 0.14
O 2.869 -3.171 2.105 -0.26 -2.99 -2.44
C 1.833 -1.241 2.591 0.23 3.75 1.91
C 0.865 -0.166 2.409 3.07 -0.85 3.01
H -1.997 0.280 3.669 -0.78 -0.99 0.47
H -2.380 1.940 3.110 0.63 -0.33 0.76
H -0.708 1.364 3.727 -0.26 0.79 0.12
H -2.288 0.362 1.284 1.65 0.55 0.64
H -1.191 1.691 1.043 0.65 -0.62 0.81
H -0.998 -1.707 0.028 0.26 0.43 0.17
H 0.991 -3.244 0.106 -0.43 -1.10 -0.89
H 2.775 -3.967 1.472 0.49 1.65 1.61
H 2.696 -1.155 3.386 -1.92 -0.03 -1.68
H 1.012 0.725 3.173 -0.51 -1.86 -1.98

***

87
Properties=species:S:1:pos:R:3:forces:R:3 method="wB97M-V/def2-TZVPD" total_charge=-3 e_tot_ev=-76029.6842 multiplicity=2 s_squared=0.77
O 23.994 -1.142 3.901 0.29 -0.36 0.57
V 25.162 -2.147 4.259 -0.93 -1.99 -5.16
C 24.779 -4.820 4.416 -0.25 2.10 -9.86
O 24.476 -5.467 3.310 -1.57 -3.29 3.07
O 23.953 -3.907 4.770 -3.14 2.05 3.92
O 25.930 -4.331 4.273 5.32 1.15 3.22
C 26.528 -1.960 1.860 0.22 -10.36 2.42
O 26.824 -1.398 2.975 1.86 4.20 2.30
O 27.277 -2.856 1.255 2.18 4.28 -1.98
O 25.410 -2.583 2.049 -4.84 1.57 0.28
B 25.741 -1.291 6.219 0.76 0.83 1.69
H 26.112 -1.074 7.275 0.70 0.37 1.60
H 26.122 -0.558 5.477 0.79 2.55 -1.43
H 26.211 -2.226 5.860 1.44 -2.96 -0.27
H 24.635 -1.390 6.209 -2.55 -0.36 0.09
C 32.454 -6.867 -1.604 -0.74 1.18 -0.16
O 31.618 -5.789 -1.217 0.06 0.05 -0.91
C 30.724 -6.014 -0.139 1.12 -0.07 0.56
C 30.078 -4.696 0.256 -1.03 -0.31 0.01
N 30.907 -3.548 0.523 0.93 0.00 -0.04
C 31.834 -3.600 1.648 -0.91 0.21 0.16
C 31.130 -3.893 2.963 0.82 -0.37 0.82
O 30.260 -2.893 3.317 -0.74 0.37 0.06
C 29.348 -3.217 4.345 -1.19 0.27 0.73
H 31.951 -7.832 -1.516 0.16 -0.14 0.28
H 33.398 -6.787 -1.062 0.07 -0.52 0.15
H 32.640 -6.686 -2.664 0.25 -0.20 -0.05
H 31.351 -6.416 0.669 -0.24 -0.10 0.33
H 29.980 -6.770 -0.410 -0.15 0.06 0.02
H 29.421 -4.876 1.111 0.19 0.05 0.25
H 29.300 -4.485 -0.481 0.32 0.55 -0.26
H 31.496 -3.257 -0.247 -0.59 -0.21 -0.54
H 32.271 -2.600 1.720 -0.02 0.06 0.10
H 32.684 -4.285 1.509 -0.02 -0.38 0.11
H 31.896 -3.902 3.761 0.37 -0.49 -0.10
H 30.645 -4.877 2.991 -0.02 -0.07 -0.28
H 28.940 -2.274 4.706 0.01 0.07 -0.13
H 29.710 -3.752 5.235 1.11 0.11 -0.10
H 28.464 -3.820 4.108 0.07 0.09 -1.04
C 22.094 -3.308 9.479 0.01 0.55 -0.62
C 23.044 -3.191 8.302 -0.28 -1.20 -1.70
C 24.181 -4.191 8.320 2.01 -0.37 0.60
O 22.279 -3.534 7.119 -0.02 0.65 0.96
H 21.640 -4.300 9.475 0.31 -0.17 0.28
H 21.265 -2.617 9.309 0.05 0.18 0.17
H 22.625 -3.048 10.395 -0.19 -0.22 0.20
H 23.472 -2.197 8.155 -0.24 0.24 0.39
H 24.012 -5.078 7.709 -0.55 -0.08 0.28
H 24.560 -4.476 9.309 -0.61 -0.19 0.30
H 25.129 -3.832 7.906 -0.34 0.61 -0.45
H 22.935 -3.640 6.403 -0.04 -0.06 -0.80
C 30.461 1.953 3.198 0.83 -0.59 0.98
C 29.737 0.705 3.766 0.61 1.02 -2.58
C 28.937 1.122 4.975 0.07 -1.24 1.24
O 28.995 0.162 2.679 -0.32 1.03 1.20
H 31.241 2.240 3.917 -0.44 0.53 0.51
H 29.716 2.732 3.044 0.33 0.22 -0.38
H 31.133 1.723 2.369 -0.85 -0.10 -0.69
H 30.552 -0.013 3.906 -0.19 -0.23 1.08
H 28.114 1.830 4.871 0.15 0.09 -0.73
H 29.597 1.516 5.754 0.15 0.12 -0.07
H 28.486 0.233 5.428 -0.16 -0.02 -0.05
H 28.108 -0.086 3.030 -0.07 -1.01 -0.71
C 28.350 -2.546 9.166 -0.46 0.25 -0.79
C 27.795 -1.291 9.884 1.36 -0.47 -2.12
C 28.396 -0.036 9.157 -1.00 -0.54 0.63
O 26.388 -1.279 9.762 0.31 0.15 1.20
H 27.786 -2.631 8.234 0.04 -0.27 -0.05
H 28.208 -3.459 9.745 -0.03 0.02 0.04
H 29.393 -2.448 8.856 0.13 0.04 0.31
H 28.201 -1.473 10.881 -0.89 1.00 0.62
H 28.180 -0.103 8.089 0.37 -0.43 -0.09
H 29.463 0.052 9.353 0.00 0.23 -0.11
H 27.821 0.855 9.420 0.34 0.13 0.55
H 26.212 -1.149 8.813 -0.21 -0.18 -0.07
C 24.464 2.380 7.056 -0.59 0.53 0.84
C 23.585 1.863 5.948 0.61 0.29 -1.39
C 24.305 1.948 4.624 0.63 0.20 -1.88
O 23.191 0.536 6.163 -0.35 0.76 0.95
H 23.848 2.516 7.951 0.17 -0.18 0.21
H 24.875 3.366 6.830 0.17 -0.07 -0.18
H 25.264 1.672 7.275 0.08 0.05 -0.09
H 22.707 2.497 5.774 -0.29 -0.16 0.65
H 24.464 2.955 4.214 -0.36 0.38 0.47
H 23.729 1.428 3.857 -0.05 -0.18 0.14
H 25.309 1.527 4.533 -0.10 -0.48 0.65
H 24.009 0.124 6.479 -0.22 -0.78 -0.33

***

11
Properties=species:S:1:pos:R:3:forces:R:3 method="wB97M-V/def2-TZVPD" e_tot_ev=-8774.8072
O -0.700 2.602 0.965 0.08 -0.45 -0.25
C -0.564 1.558 0.400 -0.03 0.26 0.15
N -0.539 0.259 1.013 0.00 -0.19 0.01
C -0.403 -0.774 0.205 -0.11 0.51 0.02
C -0.297 -0.078 -1.121 0.02 -0.23 -0.08
O -0.413 1.347 -0.908 -0.02 0.14 0.13
H -0.627 0.197 2.021 -0.02 0.00 -0.14
H 2.345 -2.291 0.386 -0.02 0.01 0.00
H 1.615 -2.140 0.426 0.13 -0.07 0.00
H -1.090 -0.395 -1.805 0.09 0.01 0.10
H 0.673 -0.286 -1.582 -0.12 0.01 0.05